[1]
A molecular structure, C28H51AsClN5O3PSr at a distorted geometry. Source: OMol25; level of theory: the ωB97M-V functional and the def2-TZVPD basis.

Geometry (Å):
Sr1 0.16 -0.19 -0.73
N1 -0.65 1.07 1.40
C1 -1.05 0.38 2.64
C2 0.17 -0.13 3.41
C3 1.18 -1.03 2.66
O1 1.89 -1.74 3.36
O2 1.20 -0.97 1.38
H1 0.35 0.91 1.33
H2 -0.83 2.06 1.40
H3 -1.71 -0.45 2.39
H4 -1.63 1.06 3.27
H5 -0.13 -0.67 4.30
H6 0.75 0.74 3.76
N2 0.37 -1.55 -2.72
P1 1.50 -2.17 -3.52
N3 1.42 -1.84 -5.20
C4 2.53 -1.29 -5.96
C5 2.73 0.20 -5.67
C6 1.37 0.85 -5.36
C7 0.28 0.15 -6.17
C8 0.14 -1.30 -5.69
N4 3.11 -1.83 -3.08
C9 4.24 -2.70 -3.41
C10 5.45 -1.87 -3.82
C11 5.83 -0.84 -2.74
C12 4.83 -0.85 -1.59
C13 3.36 -0.84 -2.03
N5 1.61 -3.89 -3.57
C14 0.55 -4.53 -4.35
C15 0.49 -6.01 -4.00
C16 -0.05 -6.16 -2.58
C17 0.54 -5.08 -1.65
C18 1.81 -4.48 -2.24
H7 2.29 -1.43 -7.02
H8 3.44 -1.86 -5.79
H9 3.21 0.68 -6.53
H10 3.40 0.32 -4.81
H11 1.40 1.92 -5.58
H12 1.14 0.74 -4.30
H13 0.54 0.18 -7.23
H14 -0.68 0.66 -6.07
H15 -0.25 -1.94 -6.50
H16 -0.56 -1.34 -4.85
H17 3.93 -3.37 -4.20
H18 4.50 -3.35 -2.56
H19 5.20 -1.35 -4.75
H20 6.29 -2.53 -4.05
H21 5.88 0.16 -3.17
H22 6.82 -1.06 -2.34
H23 4.99 0.02 -0.94
H24 5.00 -1.72 -0.96
H25 3.09 0.16 -2.37
H26 2.78 -1.04 -1.13
H27 0.76 -4.38 -5.41
H28 -0.43 -4.08 -4.15
H29 1.50 -6.43 -4.07
H30 -0.13 -6.55 -4.72
H31 0.15 -7.17 -2.20
H32 -1.14 -6.05 -2.61
H33 0.77 -5.50 -0.67
H34 -0.17 -4.27 -1.50
H35 2.60 -5.24 -2.28
H36 2.17 -3.70 -1.56
C19 3.59 0.94 1.36
As1 2.72 2.29 0.28
C20 1.94 3.52 1.54
C21 4.13 3.34 -0.51
O3 1.76 1.75 -0.94
H37 4.65 1.18 1.40
H38 3.42 -0.05 0.95
H39 3.17 0.96 2.36
H40 2.68 3.65 2.33
H41 1.01 3.15 1.95
H42 1.75 4.46 1.03
H43 4.68 3.89 0.25
H44 3.67 4.03 -1.21
H45 4.81 2.68 -1.06
Cl1 -4.26 1.67 0.58
C22 -2.92 2.66 0.03
C23 -2.60 3.76 0.78
C24 -1.50 4.56 0.46
C25 -0.78 4.22 -0.69
C26 -1.10 3.12 -1.45
C27 -2.17 2.21 -1.11
C28 -2.40 1.03 -1.79
H46 -3.21 4.00 1.65
H47 -1.27 5.45 1.03
H48 0.06 4.83 -1.01
H49 -0.50 2.88 -2.32
H50 -1.85 0.81 -2.71
H51 -3.26 0.42 -1.56

Values from the calculation:
HOMO-LUMO gap in hartree: 0.1905
Total energy in eV: -126946.639
Molar mass in g mol⁻¹: 734.717
Energy relative to the best compared isomer or geometry (same formula, charge and spin) in kJ/mol: 97.0
HOMO energy in eV: -3.0
Total charge: -1
Largest force on an atom in eV/Å: 1.3
LUMO energy in eV: 2.2


[2]
A molecular structure, C28H51CoGeO3. Source: OMol25; level of theory: the ωB97M-V functional and the def2-TZVPD basis.

Geometry (Å):
Co1 -0.66 -0.37 -0.28
C1 1.62 4.20 -2.17
C2 2.09 2.86 -2.74
C3 1.73 2.78 -4.22
C4 3.61 2.73 -2.60
O1 1.42 1.78 -2.09
Ge1 1.73 1.48 -0.29
O2 1.33 -0.41 -0.41
C5 2.36 -1.40 -0.31
C6 2.87 -1.72 -1.71
C7 3.52 -0.87 0.53
C8 1.82 -2.64 0.36
O3 -0.14 1.47 0.29
C9 -0.38 2.18 1.53
C10 -0.11 3.65 1.27
C11 -1.82 2.00 1.95
C12 0.54 1.66 2.65
H1 2.05 5.03 -2.73
H2 0.53 4.27 -2.23
H3 1.92 4.30 -1.13
H4 2.22 3.58 -4.78
H5 2.04 1.83 -4.64
H6 0.65 2.88 -4.36
H7 4.12 3.50 -3.18
H8 3.92 2.84 -1.56
H9 3.93 1.75 -2.95
H10 3.11 -0.79 -2.24
H11 3.76 -2.34 -1.65
H12 2.12 -2.26 -2.29
H13 4.06 -0.06 0.03
H14 3.16 -0.50 1.49
H15 4.23 -1.68 0.72
H16 0.89 -2.96 -0.10
H17 2.54 -3.46 0.29
H18 1.61 -2.45 1.41
H19 -0.72 4.01 0.44
H20 -0.35 4.24 2.16
H21 0.94 3.83 1.03
H22 -2.48 2.47 1.22
H23 -2.07 0.94 2.04
H24 -1.99 2.48 2.91
H25 1.58 1.91 2.45
H26 0.26 2.12 3.60
H27 0.44 0.58 2.74
C13 -2.42 -1.47 -0.74
C14 -1.36 -1.85 -1.62
C15 -1.01 -0.69 -2.42
C16 -1.79 0.39 -1.98
C17 -2.65 -0.08 -0.92
C18 -3.79 0.69 -0.33
C19 -1.76 1.80 -2.48
C20 -0.02 -0.67 -3.54
C21 -0.89 -3.25 -1.86
C22 -3.21 -2.38 0.13
H28 -3.98 0.43 0.71
H29 -4.70 0.47 -0.90
H30 -3.62 1.76 -0.40
H31 -1.50 2.48 -1.67
H32 -2.73 2.08 -2.89
H33 -1.00 1.91 -3.25
H34 0.48 -1.62 -3.63
H35 0.71 0.11 -3.37
H36 -0.55 -0.48 -4.49
H37 0.14 -3.29 -2.18
H38 -1.50 -3.71 -2.66
H39 -0.99 -3.86 -0.97
H40 -4.08 -2.75 -0.43
H41 -3.57 -1.86 1.01
H42 -2.62 -3.23 0.47
C23 -2.50 -2.61 4.10
C24 -1.02 -2.33 3.82
C25 -0.25 -3.65 3.79
C26 -0.45 -1.43 4.92
C27 -0.89 -1.65 2.51
C28 -0.78 -1.15 1.42
H43 -2.62 -3.11 5.06
H44 -2.93 -3.25 3.32
H45 -3.07 -1.68 4.12
H46 -0.34 -4.16 4.75
H47 0.81 -3.47 3.59
H48 -0.63 -4.31 3.00
H49 -0.55 -1.91 5.89
H50 -0.99 -0.48 4.95
H51 0.61 -1.22 4.74

Values from the calculation:
HOMO-LUMO gap (alpha / beta) in hartree: 0.2943 / 0.2942
Total energy in eV: -130149.695
Molar mass in g mol⁻¹: 567.256
Energy relative to the best compared isomer or geometry (same formula, charge and spin) in kJ/mol: 0.0
HOMO energy (alpha / beta) in eV: -7.6 / -7.6
Total charge: 0
Largest force on an atom in eV/Å: 0.5
LUMO energy (alpha / beta) in eV: 0.4 / 0.4


[3]
A molecular structure, C28H51MoN7O4PSi. Source: OMol25; level of theory: the ωB97M-V functional and the def2-TZVPD basis.

Geometry (Å):
Mo1 0.01 1.14 0.11
C1 1.72 6.47 -0.49
N1 1.32 5.22 0.18
C2 1.13 5.10 1.54
C3 0.72 3.82 1.76
N2 0.68 3.16 0.55
C4 1.04 4.04 -0.39
P1 1.13 3.71 -2.19
C5 -0.49 2.86 -2.33
N3 -1.00 1.94 -1.49
C6 -2.24 1.57 -1.97
C7 -2.48 2.28 -3.10
N4 -1.38 3.08 -3.30
C8 -1.28 4.02 -4.43
C9 2.15 2.22 -2.04
N5 1.88 1.24 -1.17
C10 2.85 0.29 -1.34
C11 3.71 0.71 -2.31
N6 3.26 1.92 -2.74
C12 3.87 2.71 -3.82
H1 2.04 7.18 0.26
H2 0.87 6.88 -1.04
H3 2.54 6.27 -1.17
H4 1.30 5.91 2.22
H5 0.49 3.34 2.69
H6 -2.85 0.83 -1.48
H7 -3.33 2.28 -3.76
H8 -2.08 4.75 -4.37
H9 -1.36 3.47 -5.36
H10 -0.32 4.53 -4.39
H11 2.86 -0.63 -0.78
H12 4.59 0.25 -2.73
H13 4.95 2.61 -3.75
H14 3.60 3.75 -3.71
H15 3.54 2.34 -4.79
C13 1.56 -1.73 4.01
C14 1.71 -1.49 2.52
C15 2.80 -2.39 1.94
C16 2.07 0.00 2.26
O1 0.43 -1.78 1.94
Si1 -0.12 -2.15 0.46
O2 0.08 -0.59 -0.31
O3 -1.71 -2.33 0.49
C17 -2.53 -3.43 1.07
C18 -2.84 -3.06 2.51
C19 -3.78 -3.49 0.23
C20 -1.75 -4.73 1.02
O4 0.82 -3.14 -0.34
C21 0.88 -3.76 -1.67
C22 -0.44 -3.54 -2.40
C23 1.17 -5.23 -1.45
C24 2.02 -3.08 -2.41
H16 2.49 -1.49 4.53
H17 1.31 -2.77 4.20
H18 0.76 -1.10 4.42
H19 3.75 -2.17 2.42
H20 2.91 -2.25 0.86
H21 2.54 -3.43 2.11
H22 2.22 0.56 3.18
H23 1.21 0.55 1.79
H24 2.94 0.13 1.62
H25 -3.40 -2.13 2.57
H26 -1.92 -2.96 3.10
H27 -3.44 -3.84 2.97
H28 -4.32 -2.54 0.26
H29 -4.45 -4.27 0.60
H30 -3.54 -3.72 -0.81
H31 -0.81 -4.66 1.57
H32 -1.54 -5.02 -0.01
H33 -2.35 -5.52 1.47
H34 -1.27 -4.01 -1.87
H35 -0.38 -3.97 -3.39
H36 -0.65 -2.47 -2.50
H37 0.37 -5.72 -0.89
H38 2.10 -5.36 -0.91
H39 1.26 -5.74 -2.42
H40 1.80 -2.03 -2.57
H41 2.17 -3.55 -3.38
H42 2.95 -3.18 -1.84
C25 -3.53 0.58 1.50
C26 -2.33 1.24 2.20
C27 -1.87 0.43 3.42
C28 -2.63 2.69 2.57
N7 -1.25 1.20 1.24
H43 -4.33 0.49 2.23
H44 -3.26 -0.41 1.13
H45 -3.88 1.21 0.69
H46 -2.68 0.41 4.14
H47 -1.01 0.91 3.90
H48 -1.61 -0.59 3.14
H49 -3.53 2.70 3.19
H50 -2.83 3.29 1.68
H51 -1.82 3.14 3.14

Values from the calculation:
HOMO-LUMO gap in hartree: 0.2423
Total energy in eV: -67489.365
Molar mass in g mol⁻¹: 704.761
Energy relative to the best compared isomer or geometry (same formula, charge and spin) in kJ/mol: 0.0
HOMO energy in eV: -17.4
Total charge: +3
Largest force on an atom in eV/Å: 0.3
LUMO energy in eV: -10.8


Question: The highest largest force on an atom belongs to which entry?
Answer: C28H51AsClN5O3PSr